# 1
ORCA calculation (ωB97M-V/def2-TZVPD) on 7 unconnected molecules or ions with the total composition C49H56BCl2F3IN10O5.

The geometry in XYZ format:
```
127
Properties=species:S:1:pos:R:3
F 0.0209 -0.0870 3.1754
C -5.8509 -4.4770 4.7480
H 6.1790 2.0515 -1.7634
C -6.6305 -3.5726 1.3480
C -5.6706 -4.5380 1.0873
C 1.3472 -0.3485 -2.9844
H 5.9707 -1.9941 -6.8637
C -5.7765 5.8214 -0.7048
C -0.2221 7.5659 -0.0170
C 2.3788 0.4523 -2.4683
C -1.2950 -2.2128 -2.6597
H -8.8700 -3.7159 5.6327
N -7.0604 -3.9208 4.6934
H -5.5508 -5.3962 1.7343
H -5.9392 -1.6053 -1.3053
H 3.5433 0.2707 1.6300
H -1.2654 1.7023 -2.2910
H 5.6321 5.0335 -3.4921
H 4.2177 -1.0955 2.4500
H 3.0293 -2.6695 0.8287
H 7.1241 5.4534 -1.8606
F 1.4615 1.3099 2.3217
H 6.0874 3.4270 -3.5014
H 1.3177 0.3328 -4.9952
C -1.0058 -5.1230 6.8655
C 2.1372 -0.9039 2.6220
N 7.4545 0.6303 -4.4421
H -1.3713 -1.3629 1.0073
H -4.0967 -5.1121 -0.2640
H -6.0119 -6.1909 7.6451
H -1.2458 -3.4927 -0.4583
C -2.2056 -4.6277 6.3758
C -5.4255 -5.2976 5.7805
F 1.8895 -2.0250 3.3180
H -1.0810 -4.3516 1.0467
C 0.0095 -2.3678 -2.8232
N 1.8213 8.7261 0.4724
C 6.3939 0.9022 -5.1987
H -5.1915 -4.2464 3.9181
H 0.9678 -2.7618 5.4788
H -7.2789 -3.6581 2.2111
C -4.0885 4.8788 -2.0996
H -0.9896 -6.0116 7.4813
H 2.4678 5.5858 -0.5511
H 7.9652 -2.5317 -5.4625
C 1.2372 0.0666 2.6935
N 1.0232 -1.4858 -2.3153
H -2.3219 1.4620 -4.5732
O 4.2827 2.1839 -0.8300
H 8.8471 -0.7822 -3.9266
C -0.8683 -3.4044 0.5559
C 3.3826 -0.7790 1.8235
C -4.7881 6.6125 -0.1388
H -4.4308 -5.7217 5.7687
H 1.1194 -4.8069 6.9043
C 5.8179 0.0010 -6.0791
H -2.7118 -2.5182 1.3534
O -0.5490 1.8890 -2.9035
C 1.6750 -1.8786 -1.1861
H -7.4771 -1.7205 0.6478
H -1.3036 7.5876 -0.0597
I 2.8432 2.2190 -3.4996
N 7.0024 4.6149 -1.2991
H -1.2503 -2.3948 2.3895
C -1.6416 -2.3516 1.3745
H 4.9523 0.2800 -6.6646
H -2.0576 -4.1668 -2.8484
C -5.4162 4.9371 -1.7074
N -3.5076 6.5677 -0.5018
H 6.1258 2.7579 -0.1215
C 5.6243 4.1095 -1.6489
H 0.7776 -2.1364 1.1030
H -8.2832 -5.1587 7.5719
Cl -1.8675 -0.8718 -1.7517
H 7.6607 3.9652 -1.7295
N 4.6304 4.9607 -1.0497
C 0.6260 -0.0086 -4.2314
C 0.1625 -4.4515 6.5442
C 7.9849 -0.5865 -4.5538
C 2.7187 -1.1245 -0.6539
Cl 0.6450 -3.6918 -3.7157
C 1.8745 6.4525 -0.2892
H 0.1442 -0.8860 -4.6596
C -5.8849 -2.4321 -0.6046
H 4.8345 5.8980 -1.3847
N -4.9547 -3.3502 -0.8680
C 0.6270 -3.0945 0.6181
C 7.4921 -1.5612 -5.4087
C -7.8926 -4.1803 5.7014
H -2.1791 -3.2085 -4.3038
H -2.1295 5.6962 -1.7423
N 5.4691 4.1168 -3.1007
C 0.0824 -3.3164 5.7537
H 4.4428 -1.8257 0.3114
H 1.1214 -3.8975 1.1515
C -3.1786 5.7106 -1.4660
C 0.4933 8.6834 0.3927
C -6.7423 -2.4960 0.4823
H -0.0207 9.5964 0.6719
H -1.2763 -2.0183 4.7024
C 0.4897 6.4288 -0.3636
C -6.3048 -5.5557 6.8191
H -6.1586 4.3042 -2.1766
B -0.5380 1.0672 -4.0195
C -1.1687 -2.9042 5.3199
C 5.6260 2.6916 -1.0810
H 4.7577 5.0035 -0.0444
C 3.0834 0.0777 -1.3142
C 6.3849 -1.2590 -6.1857
H -0.0261 5.5333 -0.6879
O 5.1480 0.2608 -0.2259
H -3.3031 -2.8843 -2.9640
H -3.7636 4.2049 -2.8808
C -4.8623 -4.3800 -0.0268
H 5.9868 1.9007 -5.0870
H -5.0275 7.3210 0.6460
H 3.5662 7.6889 0.2136
O 1.2832 -3.0532 -0.6983
H -3.1433 -5.1244 6.6015
C 2.4846 7.6230 0.1351
C -2.2914 -3.1727 -3.2223
H -6.8006 5.8996 -0.3681
C 3.4017 -1.6858 0.5771
N -2.3011 -3.5394 5.6151
C 4.2598 0.8571 -0.7482
C -7.5663 -4.9851 6.7817
O -1.4963 1.1741 -4.9796
```

Its HOMO energy is -10.81 eV. For the gap between HOMO and LUMO, the calculation gives 6.87 eV. Its net charge is +1.

Atom charges from the Mulliken analysis, given in e for atoms 1 to 5:
1 F -0.174
2 C -0.235
3 H 0.513
4 C -0.014
5 C -0.529

***

# 2
ORCA calculation (ωB97M-V/def2-TZVPD) on a molecular structure, C26H21N3O4PS2V.

The geometry in XYZ format:
```
58
Properties=species:S:1:pos:R:3
C -0.0864 -2.7377 4.5468
C 3.4653 3.2425 -2.8697
H -1.5475 2.8200 4.6192
C 0.9851 -1.8276 2.5994
O -1.0530 1.2679 -1.5719
C 0.4802 4.3463 -0.0878
H -5.1339 -2.7602 -2.2085
O -3.4913 1.7787 -1.6688
H 0.3716 5.4040 0.1389
H -1.8579 4.4001 3.9676
H 2.4489 -1.3490 -3.7421
C 1.9033 2.6285 -1.1734
H -0.0269 -3.0963 5.5656
C -1.3054 -2.7261 3.8865
H 3.4315 -3.5452 -3.1736
H -2.1990 -3.0714 4.3886
H 2.8112 -4.6685 -1.0630
C -3.3557 -3.3483 -1.1615
C 2.9343 2.2765 -2.0366
C 0.9473 -1.8617 -0.7512
P -0.2980 -1.0694 0.2935
C 2.1864 -1.8375 -2.8129
O 1.3782 1.6951 -0.3617
H 1.8813 -1.4683 2.1059
S -2.4345 1.0813 -1.0380
H -3.5783 -4.4059 -1.2037
N -0.8186 3.9997 1.7430
C 2.9890 4.5524 -2.8385
H 2.0096 -2.2873 4.4188
S -0.1543 1.5228 2.6498
C -2.7665 -0.6553 -1.0500
N -1.4874 3.4710 3.8595
C -4.2259 -2.4293 -1.7242
C -0.2384 -1.8312 1.9264
V -0.1997 1.4543 0.3611
C 1.4901 -3.1059 -0.4381
C 1.4147 3.9455 -1.1106
H 1.6354 5.9242 -1.9133
C 2.3865 -3.7049 -1.3099
C 2.7344 -3.0726 -2.4948
H 4.2633 2.9779 -3.5503
C -3.9301 -1.0739 -1.6719
H 0.8623 -0.2690 -2.1993
H 3.2955 1.2573 -2.0410
C 1.0586 -2.2856 3.9036
H 1.2237 -3.6052 0.4849
N -0.1508 3.5056 0.6525
C 1.9880 4.9016 -1.9588
C -0.8684 3.1432 2.7147
C -1.8786 -1.5661 -0.4701
H -4.5930 -0.3408 -2.1098
H -2.3451 -2.2557 2.0760
C 1.2975 -1.2270 -1.9428
O -2.1756 1.4255 0.4181
C -2.1887 -2.9186 -0.5426
C -1.3867 -2.2704 2.5784
H 3.4153 5.2976 -3.4950
H -1.5125 -3.6479 -0.1132
```

Its HOMO energy (alpha / beta) is -11.33 / -11.35 eV. For the gap between HOMO and LUMO (alpha / beta), the calculation gives 6.86 / 7.53 eV. The calculation puts the energy above the lowest of the compared OMol25 structures with the same formula, charge and spin at 0.0 kcal per mole. Its net charge is +1. Its spin multiplicity is 2.

Atom charges from the Mulliken analysis, given in e for atoms 1 to 5:
1 C -0.548
2 C -0.541
3 H 0.200
4 C -0.331
5 O -0.668

***

# 3
ORCA calculation (ωB97M-V/def2-TZVPD) on C5H8O in the gas phase.

The geometry in XYZ format:
```
14
Properties=species:S:1:pos:R:3
H -1.3043 0.9663 1.4184
C 0.6335 -1.1918 -0.1196
H 1.0927 -2.1136 0.2625
C -0.7662 0.8795 0.4708
H -2.4400 -0.3671 -0.2688
H 1.2874 0.6560 -1.3911
H -1.1761 -0.0219 -1.4802
C 1.4488 0.1236 -0.4577
H -0.8931 1.8375 -0.0622
O -0.7254 -1.4368 -0.1467
H 2.5101 -0.0116 -0.2218
C -1.3728 -0.2321 -0.4262
C 0.6460 0.4307 0.7128
H 1.0595 0.4812 1.7098
```

Its HOMO energy is -7.72 eV. For the gap between HOMO and LUMO, the calculation gives 8.83 eV. As for the SMILES: C1C[C@@H]2C[C@@H]2O1. The calculation puts the energy above the lowest of the compared OMol25 structures with the same formula, charge and spin at 64.5 kcal per mole.

Atom charges from the Mulliken analysis, given in e for atoms 1 to 5:
1 H 0.302
2 C -0.208
3 H 0.352
4 C -0.579
5 H 0.348

***

# 4
ORCA calculation (ωB97M-V/def2-TZVPD) on 2 unconnected molecules or ions with the total composition C3H8NO3S.

The geometry in XYZ format:
```
16
Properties=species:S:1:pos:R:3
O -1.8113 -0.2786 0.5709
H 0.0546 -2.0312 -0.6909
H -1.8694 2.8829 2.7091
H 0.4239 -1.5264 0.8232
H -0.4792 -0.3388 -2.4471
S 2.4018 -1.7360 -0.5475
C 0.6979 -1.2839 -0.2086
C 0.2499 0.1142 -0.5633
H 0.1469 1.1466 -2.3336
N 0.2914 0.1942 -2.0450
H 0.9988 0.8524 -0.2583
O -1.2992 1.8183 -0.1634
H -1.8440 1.3955 2.6517
O -1.7292 2.1332 3.2890
C -1.1127 0.6004 0.0326
H 2.3783 -1.5407 -1.8838
```

Its HOMO energy is -4.39 eV. For the gap between HOMO and LUMO, the calculation gives 7.58 eV. The calculation puts the energy above the lowest of the compared OMol25 structures with the same formula, charge and spin at 12.1 kcal per mole. Its net charge is -1.

Atom charges from the Mulliken analysis, given in e for atoms 1 to 5:
1 O -0.714
2 H 0.305
3 H 0.318
4 H 0.393
5 H 0.228